# 1
Formula: C45H117N3O15
Source: the Open Molecules 2025 dataset
Level of theory: ωB97M-V with the def2-TZVPD basis set

Values from the calculation:
lowest unoccupied orbital energy: 0.068 eV
net charge: 0
HOMO-LUMO gap: 0.303 Eh
ΔE to the lowest compared entry with this formula, charge and spin: 0.0 kJ/mol
energy: -83741.9829 eV
multiplicity: 1

CARTESIAN COORDINATES (ANGSTROEM)
C -3.614 4.150 -25.519
H -4.618 -0.303 -23.777
H -6.814 -5.190 -25.333
H -5.186 2.204 -28.171
O 0.016 -2.779 -24.038
H -6.947 2.024 -28.152
H 0.688 1.613 -27.829
O -7.523 1.717 -30.542
C -3.936 0.346 -24.343
H -5.487 2.231 -30.829
C -5.570 0.265 -29.916
H 0.721 4.578 -29.020
C -5.338 1.643 -19.136
C -1.746 -0.188 -23.302
H -4.614 3.584 -18.675
H -5.667 -0.329 -30.831
H -3.241 -5.136 -23.104
O -3.799 -6.112 -27.942
O -3.120 -4.054 -30.055
H -9.478 -6.316 -22.870
N -5.618 1.734 -20.538
H -7.245 0.856 -18.374
H 0.282 4.011 -24.372
H -7.470 -5.781 -21.936
H 2.693 -2.129 -27.733
H -4.511 0.227 -29.616
H 1.849 -0.726 -30.113
H 0.476 -0.235 -29.053
C -8.591 -5.958 -29.850
H 0.773 2.577 -25.163
C 2.445 2.821 -27.778
H -5.646 2.818 -17.378
H -4.575 -6.424 -28.431
C -3.666 6.194 -27.066
H -3.767 1.256 -23.750
H -6.178 -0.226 -29.145
H 4.624 -0.515 -24.941
H -7.539 1.392 -31.443
C 1.749 1.485 -27.558
H -7.654 3.246 -18.501
H -5.327 -2.163 -25.661
C -8.372 -5.025 -28.654
H -5.347 3.128 -22.721
H -6.105 -3.579 -22.500
C 0.478 -3.082 -29.517
H -10.177 -4.958 -23.865
H 4.469 3.177 -25.056
C -6.741 3.691 -18.922
C 0.103 -1.941 -30.414
O 0.493 4.003 -28.275
O -7.033 -5.209 -22.565
H -3.282 1.642 -19.714
O -4.120 -7.736 -25.431
O -9.472 -7.082 -29.496
H -10.226 -4.877 -30.702
H 1.457 -1.715 -24.346
H -3.709 -3.756 -30.762
H -3.025 -1.368 -28.221
H -6.490 1.894 -23.219
H -3.394 -4.236 -25.820
C -2.308 0.210 -27.013
H 1.639 6.553 -26.657
C 0.950 5.867 -26.178
H -3.766 -7.191 -24.677
H 0.417 -2.147 -31.450
H -4.596 0.700 -21.752
H -2.406 -3.330 -29.959
H -1.813 -3.709 -26.384
H 1.551 -1.003 -27.053
O -2.648 4.034 -27.716
H 3.454 3.821 -29.411
H -7.721 -6.626 -24.881
C -3.953 1.158 -18.995
H -4.019 -7.232 -26.274
C 0.452 3.600 -25.380
C -2.936 4.944 -26.591
H -4.175 3.286 -25.880
C 2.095 -1.927 -26.825
H -3.183 -3.784 -27.519
H 0.679 6.210 -25.176
H 2.162 0.671 -28.148
C 3.472 3.157 -25.499
H -7.609 -4.282 -28.934
O -5.646 -2.703 -22.368
H -7.680 4.360 -20.702
H -0.775 0.096 -25.608
O -5.389 0.527 -21.220
H -6.083 -2.310 -21.596
H 3.419 -2.705 -25.302
H -4.936 -0.801 -26.840
H -2.838 3.790 -24.832
O 2.285 -1.161 -24.499
C -8.057 1.819 -21.018
H -4.374 5.899 -27.858
H -1.494 -1.789 -27.506
H 1.538 -3.284 -29.600
H -0.863 -2.320 -24.003
H -3.015 6.934 -27.534
H -7.074 3.564 -22.978
C -2.559 -0.323 -24.528
C -9.240 -5.223 -31.000
H -6.118 -0.340 -19.045
H -9.263 -5.904 -31.845
C -3.239 -2.089 -26.229
C -9.429 -5.254 -23.118
H 0.088 -2.947 -28.513
H -3.926 0.099 -19.283
C -6.762 3.856 -20.410
H -7.988 -5.564 -27.787
C -6.096 2.405 -28.728
N -2.683 -1.716 -24.927
H -8.092 -3.751 -23.706
H -2.004 0.765 -22.831
H 3.551 2.070 -29.467
C 2.728 4.476 -25.416
H -0.516 3.581 -25.896
H -7.611 -6.344 -30.181
H 3.754 0.204 -26.261
C -6.680 2.518 -21.120
H 4.182 1.846 -26.984
H -3.315 -5.507 -28.544
H 0.500 0.179 -30.755
H 2.053 2.887 -29.970
O -3.052 -6.104 -23.162
C -2.456 -1.319 -27.270
H -0.676 -0.168 -23.493
H -8.654 -4.326 -31.207
H -5.079 -2.456 -27.322
C -2.887 -3.561 -26.502
O -3.241 -2.510 -23.770
H 2.605 4.774 -24.375
H -1.593 0.613 -27.726
C -5.471 2.950 -18.445
H -1.749 1.506 -25.349
H -4.415 0.673 -25.261
H -6.792 4.699 -18.473
H -8.555 -5.287 -25.617
H -3.289 0.688 -27.156
H -2.294 -6.240 -22.579
H -0.018 5.935 -26.713
H -6.237 3.484 -28.825
C -6.111 1.736 -30.064
C 0.766 -0.608 -30.038
H 1.743 1.157 -26.512
C 3.020 -1.722 -25.618
H -4.225 -2.357 -23.640
H -7.912 0.731 -21.065
C 3.717 2.841 -26.983
H 4.475 3.518 -27.387
H -5.795 0.364 -17.468
C -8.048 -4.840 -23.605
C -6.390 2.803 -22.617
O -1.381 -1.788 -30.460
H -8.974 -7.742 -29.006
H -1.916 4.396 -28.225
H 3.413 5.194 -25.893
H -9.733 -4.684 -22.229
H -1.684 -2.094 -31.318
H 1.415 -2.761 -26.689
H -3.571 1.212 -17.979
C -4.711 -1.810 -26.510
H 2.877 2.361 -25.040
C -6.194 0.579 -18.464
C -1.828 0.443 -25.606
C 2.877 2.901 -29.257
H -5.870 4.434 -20.673
H -1.993 -0.971 -22.582
H -0.141 -3.690 -23.753
H -4.306 4.716 -24.890
H -8.488 1.990 -20.030
H 4.898 -1.160 -26.586
H -9.280 -4.491 -28.379
H -0.064 -3.952 -29.914
N 1.674 3.982 -27.484
C 1.414 4.434 -26.157
H -4.273 6.645 -26.278
H -1.937 5.273 -26.253
C 4.160 -0.749 -25.906
C -7.759 -5.537 -24.897
H -8.748 2.079 -21.817

These are the Mulliken partial charges, in e, on atoms 1 to 4: number 1, C, carries -0.9799; number 2, H, carries -0.2818; number 3, H, carries 0.2027; number 4, H, carries -0.0261

=====

# 2
Formula: C45H30IrN4
Source: the Open Molecules 2025 dataset
Level of theory: ωB97M-V with the def2-TZVPD basis set

Values from the calculation:
lowest unoccupied orbital energy (spin up / spin down): -0.531 / -2.645 eV
net charge: 0
HOMO-LUMO gap (spin up / spin down): 0.172 / 0.172 Eh
energy: -55947.3166 eV
multiplicity: 6

CARTESIAN COORDINATES (ANGSTROEM)
C 1.543 0.609 -2.715
C 1.091 -5.292 1.975
C -3.299 1.576 5.844
C -1.646 -0.843 -1.476
H -1.546 -7.580 0.347
C -2.230 1.965 6.631
C 3.958 0.036 -2.312
C 4.542 0.803 -3.335
C 0.158 -3.324 0.730
C -1.199 2.709 -1.845
N -0.713 -1.098 1.297
C 0.334 2.190 -3.757
C -0.806 -6.939 0.803
C 0.165 -4.759 1.085
C -0.783 -5.591 0.505
C -0.621 -2.452 1.507
C 2.156 -3.608 -0.784
C -0.955 2.008 6.096
C -3.713 5.216 -4.196
H 1.779 -7.057 2.969
H -1.370 -3.764 3.137
H 2.059 1.304 -4.766
C -1.725 4.965 -2.870
C -3.179 3.091 -3.225
C 6.608 0.968 -2.119
C -1.675 -1.592 3.296
C -4.018 3.882 -3.986
H -3.927 0.904 3.904
C -3.099 1.219 4.523
C 1.063 -6.643 2.274
H -4.913 3.454 -4.414
N -1.149 1.521 0.287
H -1.548 -0.783 -2.553
H -2.223 -1.689 -1.120
C -1.514 1.787 1.580
H 2.378 -4.632 -0.560
H 1.829 -4.646 2.427
H -4.364 5.832 -4.798
C 2.881 -2.730 -1.555
C -2.013 3.620 0.379
C 2.563 -0.314 -2.263
H -0.826 5.388 -2.445
C -1.545 0.824 2.596
H -3.403 2.047 -3.059
H 6.646 -0.042 -0.227
C 0.120 -7.469 1.686
C -0.750 1.659 4.775
H 0.107 -8.524 1.914
C -1.457 2.613 -0.460
Ir -0.170 -0.113 -0.337
C 1.440 1.370 -3.894
C -1.267 -2.776 2.733
H -2.392 2.229 7.664
C -1.325 -0.553 2.394
H -2.331 6.796 -3.797
H -4.293 1.540 6.264
C -2.008 3.124 1.655
N 0.509 0.937 -1.879
C 6.063 0.187 -1.108
H -2.204 -1.450 4.219
H -2.335 4.587 0.042
H -2.320 3.620 2.556
C -0.210 1.943 -2.479
C 2.181 -1.498 -1.553
H 7.615 1.345 -2.034
C -1.820 1.254 3.983
H 4.356 -0.860 -0.391
C 4.774 -0.284 -1.206
H -1.494 -5.164 -0.188
C -2.026 3.626 -2.658
H 6.264 1.823 -4.050
C -2.569 5.754 -3.636
H 0.245 1.684 4.353
N 1.057 -1.625 -0.800
H 3.979 1.024 -4.223
C 5.843 1.246 -3.240
H 3.786 -2.912 -2.099
C 1.044 -2.890 -0.279
H -0.045 2.913 -4.452
H -0.119 2.303 6.712

These are the Mulliken partial charges, in e, on atoms 1 to 4: number 1, C, carries -0.1132; number 2, C, carries 0.2299; number 3, C, carries -0.7856; number 4, C, carries -1.0560

=====

- Which value of net charge does entry 1 give?
  0

=====

- Which of these has the lowest energy?
  C45H117N3O15